The following is a DFT calculation (wB97M-V/def2-TZVPD) of an isolated molecule of C2H2O3 in a non-equilibrium geometry.

For the energy above the lowest of the compared OMol25 structures with the same formula, charge and spin, the calculation gives 1.6080 eV. The orbital gap is 9.48 eV. As for the SMILES: O=CC(=O)O.

Element x y z (Å)
O  1.770  0.174  -0.150
C  0.991  -0.705  0.161
C  -0.496  -0.154  -0.003
O  -1.608  -0.733  -0.100
O  -0.671  1.253  0.082
H  0.913  -1.867  0.333
H  0.189  1.474  0.065

Cartesian forces, eV/Å:
0.52 -2.46 1.13
-2.73 1.21 -1.81
-6.74 0.63 0.91
4.94 0.26 0.15
-2.52 -4.28 -0.26
1.38 1.94 -0.09
5.15 2.71 -0.03

The computed Mulliken charges, all in e, follow: number 1, O, carries -0.463; number 2, C, carries 0.241; number 3, C, carries 0.523; number 4, O, carries -0.521; number 5, O, carries -0.394; number 6, H, carries 0.281; number 7, H, carries 0.334

***

The following is a DFT calculation (wB97M-V/def2-TZVPD) of a 8-piece molecular cluster, C36H58O9 overall in a non-equilibrium geometry.

The orbital gap is 8.37 eV. As for the SMILES: Cc1ccc(Cc2cccc3c2C(=O)c2ccccc2C3=O)cc1.CCO.CCO.CCO.CCO.CCO.CCO.CCO.

Element x y z (Å)
C  -7.033  -1.109  1.215
C  -5.650  -1.759  1.094
C  -4.661  -1.088  0.390
C  -3.404  -1.663  0.307
C  -3.141  -2.877  0.925
C  -1.686  -3.429  0.815
C  -0.692  -2.543  1.644
C  -0.631  -2.730  3.023
C  0.209  -2.007  3.846
C  1.022  -1.015  3.281
C  0.971  -0.795  1.936
C  0.120  -1.559  1.083
C  0.138  -1.230  -0.398
O  0.150  -2.063  -1.283
C  0.184  0.262  -0.689
C  -0.555  0.867  -1.683
C  -0.452  2.247  -1.824
C  0.366  2.983  -0.988
C  1.123  2.376  0.011
C  1.012  1.007  0.144
C  1.777  0.287  1.241
O  2.937  0.547  1.512
C  -4.139  -3.532  1.622
C  -5.408  -2.976  1.708
H  -7.285  -0.931  2.271
H  -7.009  -0.135  0.712
H  -7.796  -1.758  0.764
H  -4.805  -0.116  -0.079
H  -2.593  -1.167  -0.228
H  -1.426  -3.367  -0.244
H  -1.604  -4.441  1.225
H  -1.264  -3.494  3.482
H  0.260  -2.138  4.925
H  1.670  -0.438  3.940
H  -1.213  0.295  -2.336
H  -1.005  2.798  -2.586
H  0.420  4.067  -1.086
H  1.772  2.932  0.684
H  -3.889  -4.475  2.113
H  -6.199  -3.491  2.251
C  4.960  1.796  4.558
C  3.459  1.592  4.499
O  3.022  0.725  5.548
H  5.477  0.839  4.475
H  5.298  2.449  3.751
H  5.254  2.240  5.513
H  3.174  1.130  3.554
H  2.934  2.550  4.589
H  3.262  1.133  6.386
C  3.400  0.584  -3.707
C  2.273  1.425  -4.274
O  1.073  0.662  -4.355
H  3.568  -0.295  -4.330
H  4.328  1.157  -3.648
H  3.144  0.226  -2.706
H  2.514  1.767  -5.281
H  2.095  2.305  -3.642
H  0.858  0.368  -3.463
C  -2.933  1.629  3.828
C  -2.212  1.166  2.577
O  -2.739  1.843  1.435
H  -4.003  1.426  3.749
H  -2.543  1.121  4.713
H  -2.822  2.708  3.965
H  -2.327  0.094  2.410
H  -1.139  1.381  2.640
H  -2.612  2.789  1.575
C  3.636  -3.133  -2.725
C  4.382  -3.728  -3.903
O  5.325  -2.790  -4.421
H  3.116  -2.222  -3.023
H  2.906  -3.841  -2.326
H  4.331  -2.860  -1.926
H  3.690  -3.980  -4.707
H  4.914  -4.637  -3.608
H  5.940  -2.578  -3.711
C  -4.401  6.126  0.738
C  -4.306  5.768  2.209
O  -2.944  5.615  2.608
H  -3.931  5.355  0.126
H  -5.442  6.234  0.428
H  -3.877  7.064  0.534
H  -4.811  4.823  2.405
H  -4.771  6.544  2.826
H  -2.497  6.451  2.446
C  4.030  -5.729  0.568
C  4.791  -6.310  -0.610
O  5.738  -5.372  -1.115
H  3.512  -4.815  0.273
H  3.297  -6.441  0.951
H  4.715  -5.463  1.377
H  4.108  -6.553  -1.423
H  5.319  -7.223  -0.316
H  6.350  -5.162  -0.402
C  -0.828  3.719  -6.579
C  -0.994  2.853  -5.345
O  -1.939  3.436  -4.438
H  -0.492  4.719  -6.301
H  -0.102  3.283  -7.267
H  -1.781  3.834  -7.103
H  -0.051  2.758  -4.815
H  -1.338  1.851  -5.616
H  -2.781  3.512  -4.897

Cartesian forces, eV/Å:
0.58 -0.14 0.02
-1.52 0.91 0.11
0.72 -0.22 -0.04
0.15 0.07 -0.07
1.49 -0.33 -0.06
-0.25 1.39 0.72
-0.54 -0.60 -0.93
-0.29 -0.53 0.66
0.30 0.65 -0.29
0.16 -0.25 1.00
-0.17 0.27 -1.78
0.21 0.22 0.28
0.05 0.17 -0.21
-0.24 0.46 0.49
0.03 -1.06 0.56
-0.16 0.18 -0.29
-0.25 0.43 -0.36
0.43 0.61 0.49
-0.08 -0.02 -0.28
0.62 -0.29 0.87
0.10 -0.18 -0.08
-0.94 0.01 -0.07
0.16 -0.38 0.27
0.34 -0.19 -0.06
-0.02 -0.13 -0.29
-0.23 -0.28 0.06
0.07 0.29 0.13
-0.28 -0.21 0.18
-0.25 0.02 0.06
0.21 -0.46 0.29
-0.14 0.08 -0.38
0.07 0.18 -0.22
-0.19 -0.23 -0.25
-0.07 -0.07 -0.27
0.18 0.03 0.17
-0.03 -0.42 0.18
-0.08 -0.26 -0.12
-0.12 -0.05 -0.21
-0.23 0.18 -0.12
0.12 0.16 -0.09
0.03 -0.03 0.00
0.12 0.12 0.28
-0.13 -0.11 -0.14
-0.04 0.00 -0.08
0.02 0.00 0.02
-0.01 0.09 -0.04
0.05 0.01 0.22
0.04 0.04 -0.12
-0.02 -0.04 0.01
0.08 -0.01 -0.08
-0.08 -0.23 0.39
0.06 0.00 -0.29
0.06 0.06 -0.04
0.00 -0.03 0.05
0.03 0.11 0.04
-0.12 -0.04 -0.03
0.11 0.09 -0.06
0.02 -0.05 -0.04
-0.01 -0.15 0.12
0.02 0.57 -0.05
-0.04 -0.22 -0.22
0.03 -0.10 -0.01
-0.02 0.04 0.02
0.12 -0.03 0.01
-0.11 0.04 -0.08
0.03 -0.12 0.16
0.02 -0.01 0.00
-0.09 0.00 0.01
0.23 0.13 0.36
-0.08 0.01 -0.28
-0.10 -0.09 -0.05
0.00 0.04 0.05
0.01 -0.15 0.03
0.10 0.11 -0.10
-0.14 -0.07 0.04
-0.01 -0.03 -0.01
0.01 -0.06 -0.03
0.18 0.32 -0.17
-0.04 -0.29 0.06
-0.06 -0.04 0.02
0.02 0.03 -0.02
-0.09 0.05 0.03
0.12 -0.03 0.09
-0.15 -0.07 -0.02
0.02 -0.03 0.01
-0.07 0.04 -0.03
0.18 0.18 0.33
-0.05 -0.01 -0.21
-0.03 -0.05 -0.04
0.02 0.02 0.04
-0.01 -0.10 0.03
0.11 0.06 -0.09
-0.14 -0.10 -0.03
0.00 0.01 -0.02
-0.01 0.07 0.03
-0.38 0.22 -0.30
0.12 0.04 0.08
0.06 -0.04 0.02
-0.03 0.00 -0.02
0.03 -0.09 -0.06
-0.10 -0.04 0.12
0.20 -0.06 -0.01
0.01 0.00 0.02

These are the Mulliken partial charges, in e, on atoms 1 to 99: number 1, C, carries -1.527; number 2, C, carries 1.184; number 3, C, carries -0.635; number 4, C, carries -0.257; number 5, C, carries 0.370; number 6, C, carries -1.470; number 7, C, carries 0.378; number 8, C, carries -0.461; number 9, C, carries -1.274; number 10, C, carries -0.163; number 11, C, carries 0.905; number 12, C, carries 1.032; number 13, C, carries -1.109; number 14, O, carries -0.730; number 15, C, carries 2.191; number 16, C, carries -1.515; number 17, C, carries -0.406; number 18, C, carries -1.391; number 19, C, carries -0.541; number 20, C, carries 0.683; number 21, C, carries -0.109; number 22, O, carries -0.710; number 23, C, carries -0.471; number 24, C, carries -0.705; number 25, H, carries 0.331; number 26, H, carries 0.313; number 27, H, carries 0.355; number 28, H, carries 0.270; number 29, H, carries 0.264; number 30, H, carries 0.319; number 31, H, carries 0.643; number 32, H, carries 0.442; number 33, H, carries 0.482; number 34, H, carries 0.219; number 35, H, carries 0.565; number 36, H, carries 0.809; number 37, H, carries 0.487; number 38, H, carries 0.489; number 39, H, carries 0.351; number 40, H, carries 0.397; number 41, C, carries -1.274; number 42, C, carries 0.421; number 43, O, carries -0.554; number 44, H, carries 0.319; number 45, H, carries 0.320; number 46, H, carries 0.394; number 47, H, carries -0.065; number 48, H, carries 0.162; number 49, H, carries 0.321; number 50, C, carries -1.046; number 51, C, carries -0.133; number 52, O, carries -0.581; number 53, H, carries 0.283; number 54, H, carries 0.428; number 55, H, carries 0.127; number 56, H, carries 0.435; number 57, H, carries 0.200; number 58, H, carries 0.213; number 59, C, carries -1.371; number 60, C, carries 0.692; number 61, O, carries -0.459; number 62, H, carries 0.301; number 63, H, carries 0.379; number 64, H, carries 0.323; number 65, H, carries -0.032; number 66, H, carries -0.060; number 67, H, carries 0.194; number 68, C, carries -0.523; number 69, C, carries -0.460; number 70, O, carries -0.526; number 71, H, carries 0.025; number 72, H, carries 0.254; number 73, H, carries 0.345; number 74, H, carries 0.331; number 75, H, carries 0.225; number 76, H, carries 0.289; number 77, C, carries -0.962; number 78, C, carries -0.251; number 79, O, carries -0.486; number 80, H, carries 0.221; number 81, H, carries 0.317; number 82, H, carries 0.334; number 83, H, carries 0.269; number 84, H, carries 0.322; number 85, H, carries 0.268; number 86, C, carries -0.911; number 87, C, carries -0.265; number 88, O, carries -0.487; number 89, H, carries 0.154; number 90, H, carries 0.327; number 91, H, carries 0.338; number 92, H, carries 0.272; number 93, H, carries 0.328; number 94, H, carries 0.269; number 95, C, carries -1.231; number 96, C, carries 0.404; number 97, O, carries -0.537; number 98, H, carries 0.323; number 99, H, carries 0.341

***

Which formula does entry 1 have? C2H2O3

***

Look up the orbital gap of the second one. 8.37 eV

***

Which of these has the lowest orbital gap? C36H58O9

***

Among the records above, which one has the highest orbital gap? C2H2O3